a.
This record from the OMol25 dataset describes a 2-piece molecular cluster, C5H7Br overall. The level of theory is ωB97M-V with the def2-TZVPD basis set.

Its HOMO-LUMO gap is 10.337 eV. The calculation puts the LUMO energy at 0.90 eV. Its structure (SMILES) is C=C=C.C=CBr.

Last column: Mulliken charge in e.
Element x y z (Å)
C  -0.99106  -1.79706  2.39010  -0.771
C  -0.62745  -0.58870  1.85558  0.383
C  -0.29110  0.57664  1.52045  -0.640
H  -1.78461  -2.34849  1.91905  0.217
H  -0.45781  -2.36055  3.03868  0.301
H  0.38830  0.98942  0.79193  0.325
H  -0.83728  1.41293  1.99147  0.200
C  0.70041  -0.93560  -2.15424  -0.380
C  -0.59371  -0.77934  -1.81590  -0.298
Br  -1.50910  0.90775  -1.89501  -0.135
H  1.40993  -0.07259  -2.33748  0.256
H  1.09198  -2.02009  -2.10972  0.209
H  -1.28980  -1.53452  -1.39469  0.333


b.
This record from the OMol25 dataset describes C5H7Br in the gas phase. The level of theory is ωB97M-V with the def2-TZVPD basis set.

Its HOMO-LUMO gap (alpha / beta) is 8.282 / 7.066 eV. The calculation puts the LUMO energy (alpha / beta) at 0.17 / -0.64 eV.

Last column: Mulliken charge in e.
Element x y z (Å)
C  -0.28425  0.18440  -0.01026  0.721
C  -1.05349  -0.37299  1.06965  -1.032
C  -0.50864  0.46887  -1.34568  -0.646
C  1.18873  0.42698  0.32135  -0.411
C  1.75837  -0.53765  -0.59467  -0.571
Br  2.89203  -0.09206  -2.04620  -0.114
H  -0.58247  -0.35211  2.02465  0.297
H  -1.91830  -0.98704  0.90180  0.303
H  -1.48930  0.61661  -1.81829  0.326
H  0.30516  0.95701  -1.93924  0.175
H  1.56417  1.43482  -0.07047  0.263
H  1.48314  0.27960  1.41814  0.294
H  1.96224  -1.53325  -0.30451  0.395


Most stable one: a, least stable one: b.